{
  "formula": "C5H11NO6",
  "method": "ωB97M-V/def2-TZVPD",
  "lumo_energy_ev": -0.06,
  "smiles": "C[C@H](COOO[N+](=O)[O-])[C@@H](C)O",
  "e_above_lowest_kj_mol": 1.3,
  "homo_energy_ha": -0.3966,
  "homo_lumo_gap_ha": 0.39436,
  "species": ["C", "C", "C", "O", "O", "O", "N", "O", "O", "C", "C", "O", "H", "H", "H", "H", "H", "H", "H", "H", "H", "H", "H"],
  "coordinates": [[0.4925, -2.5237, -0.3046], [1.4430, -1.4085, 0.1093], [0.7846, -0.0515, -0.1508], [-0.4220, 0.0592, 0.5366], [-0.7804, 1.4673, 0.5527], [-1.1682, 1.8560, -0.7697], [-2.4239, 2.3566, -0.6899], [-3.0002, 2.6786, -1.7246], [-2.9601, 2.4781, 0.4090], [2.8223, -1.5785, -0.5749], [3.8811, -0.5555, -0.1544], [3.3051, -2.9010, -0.3711], [0.3161, -2.5011, -1.3811], [0.8958, -3.5062, -0.0553], [-0.4749, -2.4219, 0.1922], [1.6101, -1.4997, 1.1935], [1.4044, 0.7789, 0.2001], [0.5588, 0.1179, -1.2116], [2.6597, -1.5153, -1.6641], [3.6229, 0.4570, -0.4670], [4.0161, -0.5532, 0.9276], [4.8491, -0.8059, -0.5933], [3.5532, -3.0287, 0.5693]],
  "forces_ev_per_a": [[-0.1891, -0.3003, 0.0138], [-0.2577, -0.1519, 0.3439], [1.5722, 0.6795, -0.8363], [-1.9414, 1.1334, 0.5394], [0.8811, -1.1437, 0.1037], [1.0469, -0.5685, -0.3191], [-5.5759, 1.6286, 1.2588], [2.5353, -0.9458, 0.6419], [1.7075, -0.4794, -1.3101], [-0.0864, 0.3118, -0.1809], [-0.1528, -0.0957, -0.1065], [0.1607, -0.1411, 0.6816], [0.0044, 0.0181, -0.0767], [0.0120, 0.1338, -0.0437], [0.0806, 0.0245, -0.0302], [0.0107, 0.1576, -0.0647], [0.2568, -0.1638, -0.1031], [0.3573, -0.2924, -0.0721], [0.1123, -0.0144, 0.2671], [-0.0364, -0.0099, 0.0140], [-0.1029, 0.0012, 0.1394], [-0.1551, -0.0463, -0.0915], [-0.2402, 0.2650, -0.7688]]
}

***

{
  "formula": "C3H8P2",
  "method": "ωB97M-V/def2-TZVPD",
  "lumo_energy_ev": 0.03,
  "smiles": "C=PC.C=P",
  "e_above_lowest_kj_mol": 169.9,
  "homo_energy_ha": -0.3382,
  "homo_lumo_gap_ha": 0.33927,
  "species": ["C", "C", "C", "P", "P", "H", "H", "H", "H", "H", "H", "H", "H"],
  "coordinates": [[-2.1733, -0.7762, 0.2053], [1.4979, 1.3993, 0.5436], [1.6596, -1.0140, -0.5923], [-2.5899, 0.4995, -0.7191], [2.6007, -0.0464, 0.4083], [-2.7016, -1.6665, 0.4443], [-1.3715, -0.5698, 0.8529], [0.5349, 1.1324, 1.0599], [1.3356, 1.7694, -0.4642], [1.9696, 2.1722, 1.2076], [2.1730, -2.0033, -0.8013], [0.6212, -0.9141, -0.6446], [-3.5562, 0.0176, -1.5006]],
  "forces_ev_per_a": [[-0.7008, 0.1256, 0.2183], [-0.4309, 0.6219, 1.7869], [3.2416, -1.4068, 1.6975], [1.8054, 1.6388, 0.2710], [-0.4152, -0.5850, -1.1440], [-0.2778, -0.8323, -0.3992], [1.0450, 0.0963, 0.8956], [0.7142, 0.2305, -0.7224], [-0.2034, 0.2898, 0.1340], [-0.3829, -0.4896, -0.8424], [-1.0829, 1.1633, -0.1229], [-1.4524, 0.1780, -0.8080], [-1.8599, -1.0307, -0.9643]]
}

***

{
  "formula": "C10H17BN2O4",
  "method": "ωB97M-V/def2-TZVPD",
  "lumo_energy_ev": -1.36,
  "smiles": "O=C1C=C(O)C(=O)C=C1O.NBCCCCN",
  "homo_energy_ha": -0.3392,
  "homo_lumo_gap_ha": 0.28910,
  "species": ["N", "B", "C", "C", "C", "C", "N", "H", "H", "H", "H", "H", "H", "H", "H", "H", "H", "H", "H", "H", "C", "C", "C", "O", "C", "C", "C", "O", "O", "O", "H", "H", "H", "H"],
  "coordinates": [[0.9611, -0.1955, 3.0815], [0.6673, 0.7417, 2.0170], [-0.1364, 2.0716, 2.2650], [-1.6567, 1.8218, 2.4763], [-2.1694, 0.4559, 2.0039], [-3.6704, 0.4294, 1.7572], [-4.4013, 0.7998, 2.9681], [0.3991, -1.0345, 3.1320], [0.9616, 0.2363, 3.9999], [1.1060, 0.4950, 0.9305], [0.2648, 2.5760, 3.1532], [0.0062, 2.7626, 1.4326], [-2.2190, 2.5922, 1.9436], [-1.9183, 1.9525, 3.5254], [-1.9364, -0.3048, 2.7565], [-1.6736, 0.1724, 1.0687], [-3.9084, 1.1665, 0.9853], [-3.9564, -0.5531, 1.3583], [-4.2220, 0.1302, 3.7083], [-5.4013, 0.7989, 2.8076], [3.3209, -0.6553, -2.4335], [3.7263, -1.5334, -3.3632], [2.7759, -2.1487, -4.3769], [3.2752, -2.9221, -5.1754], [1.3781, -1.7921, -4.3329], [0.9723, -0.9160, -3.4014], [1.9259, -0.2864, -2.3994], [1.4284, 0.5014, -1.6152], [-0.2750, -0.5069, -3.2532], [4.9721, -1.9518, -3.5000], [3.9906, -0.2141, -1.7093], [0.7062, -2.2411, -5.0501], [-0.2576, 0.1274, -2.5053], [4.9639, -2.5761, -4.2552]],
  "forces_ev_per_a": [[-0.2724, 0.6745, 0.3235], [0.2894, -0.1908, 0.0269], [0.3272, 0.2122, 0.1322], [-0.0079, 0.0125, -0.0010], [-0.1030, 0.0998, -0.0003], [-0.0358, 0.0785, -0.0333], [-0.0389, -0.0248, 0.0466], [0.5779, -0.3633, -0.2840], [-0.4222, -0.1061, 0.0234], [-0.4490, -0.3029, -0.0854], [-0.0431, 0.0433, -0.0110], [-0.0080, -0.0008, -0.0166], [0.0141, 0.0264, 0.0037], [-0.0108, -0.0294, 0.0067], [0.1235, -0.0706, -0.1055], [0.0216, -0.0833, 0.0595], [-0.0356, 0.0050, 0.0074], [0.0184, -0.0070, 0.0138], [-0.0030, -0.0018, -0.0228], [0.0500, 0.0102, -0.0124], [0.0436, 0.0299, 0.0409], [-0.0650, -0.0215, -0.0482], [-0.0120, 0.0099, 0.0086], [0.0072, -0.0066, 0.0094], [-0.0399, -0.0292, -0.0421], [0.0563, 0.0254, 0.0476], [0.0056, -0.0373, 0.0113], [0.0053, 0.0383, -0.0898], [-0.0703, -0.0172, -0.0464], [0.0786, 0.0218, 0.0429], [0.0152, -0.0091, -0.0115], [-0.0133, 0.0147, 0.0063], [0.0401, -0.0121, 0.0005], [-0.0440, 0.0111, -0.0005]]
}

***

{
  "formula": "CH3NOS2",
  "method": "ωB97M-V/def2-TZVPD",
  "lumo_energy_ev": 0.18,
  "smiles": "N=C=S.OS",
  "e_above_lowest_kj_mol": 80.3,
  "homo_energy_ha": -0.3488,
  "homo_lumo_gap_ha": 0.35535,
  "species": ["C", "N", "O", "S", "S", "H", "H", "H"],
  "coordinates": [[1.6339, -1.2638, -0.4565], [0.7613, -1.1638, -1.3196], [-2.0071, 0.8543, 1.2281], [2.9283, -1.3373, 0.4008], [-0.6714, 1.6089, 0.5854], [0.0600, -0.4325, -1.4566], [-1.0174, 1.6478, -0.7434], [-1.6876, 0.0864, 1.7619]],
  "forces_ev_per_a": [[-1.8903, 1.0761, -2.7507], [1.2301, -0.3011, 1.8259], [0.2474, -0.7164, 0.5481], [0.1795, -0.3456, 0.5748], [0.1231, 0.2815, -0.4424], [0.5124, -0.4999, 0.3625], [-0.0963, -0.2432, 0.7103], [-0.3059, 0.7487, -0.8286]]
}

***

{
  "formula": "C23H17Cl2F3Zn",
  "method": "ωB97M-V/def2-TZVPD",
  "lumo_energy_ev": 3.09,
  "homo_energy_ha": 0.0277,
  "homo_lumo_gap_ha": 0.08579,
  "total_charge": -2,
  "species": ["F", "C", "F", "F", "C", "C", "C", "C", "C", "C", "C", "C", "C", "C", "C", "C", "C", "H", "H", "H", "H", "H", "H", "H", "H", "H", "H", "Cl", "Zn", "Cl", "C", "C", "C", "C", "C", "C", "C", "C", "C", "H", "H", "H", "H", "H", "H", "H"],
  "coordinates": [[5.5990, 2.1889, 1.0690], [5.3717, 0.9883, 1.6970], [6.1747, 0.0518, 1.1030], [5.7988, 1.1185, 2.9926], [3.9159, 0.6285, 1.6209], [3.5541, -0.5990, 1.0653], [2.2156, -0.8902, 0.8887], [1.2073, 0.0496, 1.2506], [-0.1325, -0.2496, 0.9052], [-1.2748, 0.5352, 1.2576], [-2.4623, -0.1449, 1.6598], [-3.5815, 0.5660, 2.0695], [-3.5646, 1.9707, 2.0521], [-2.4284, 2.6553, 1.5910], [-1.2896, 1.9568, 1.2163], [1.6209, 1.2175, 1.9713], [2.9632, 1.5259, 2.1168], [4.3102, -1.3210, 0.7583], [1.9183, -1.8698, 0.4981], [-0.3017, -1.2520, 0.4988], [-2.4387, -1.2363, 1.6671], [-4.4816, 0.0281, 2.3895], [-4.4442, 2.5297, 2.3719], [-2.4220, 3.7462, 1.5172], [-0.4028, 2.4974, 0.8734], [0.8728, 1.8638, 2.4264], [3.2767, 2.4540, 2.6045], [3.4465, -4.4487, -1.8310], [1.8785, -4.9104, -0.4724], [0.1113, -4.7368, 0.6847], [0.2918, -0.9781, -3.1081], [0.8626, 0.0522, -2.2978], [-0.1968, 0.8255, -1.7623], [-1.4375, 0.2977, -2.2334], [-1.1279, -0.8297, -3.1081], [-2.1693, -1.6346, -3.5737], [-3.4542, -1.4395, -3.0609], [-3.7431, -0.3801, -2.1775], [-2.7489, 0.5327, -1.8172], [0.7974, -1.8267, -3.5719], [1.9258, 0.1975, -2.1163], [-0.1281, 1.7256, -1.1492], [-1.9358, -2.4416, -4.2700], [-4.2560, -2.1210, -3.3431], [-4.7431, -0.2870, -1.7482], [-2.9474, 1.3939, -1.1756]],
  "forces_ev_per_a": [[0.7389, -0.3383, 0.5337], [-1.9875, -0.5825, -0.4065], [0.0466, 0.7994, 0.4473], [0.5968, 0.3197, -0.4261], [2.0043, 0.2470, 0.0697], [-1.0435, -0.3740, -0.2150], [1.0994, -0.3127, 0.2084], [-2.0595, -0.4179, -0.5953], [1.2710, -0.1065, 1.0434], [-0.0219, -0.3059, 0.1117], [-0.0074, 0.6571, -0.0397], [0.2296, 0.0308, -0.1992], [-0.1174, 0.2180, -0.1174], [-0.1292, -0.3228, 0.2065], [-0.1848, -0.2187, 0.2110], [0.7649, 0.4853, 0.2710], [-0.8339, -0.3686, -0.1756], [-0.1268, 0.2219, 0.0619], [0.0106, 0.4363, -0.0551], [-0.0970, 0.3342, 0.0996], [-0.0945, 0.2942, -0.0246], [0.2896, 0.2252, -0.0698], [0.1345, -0.0923, -0.0869], [-0.1150, -0.2561, 0.1078], [-0.4214, -0.2601, 0.0625], [0.1798, -0.1245, -0.2138], [-0.0973, -0.3110, -0.0830], [-0.1739, -0.4517, 0.3373], [-0.3016, 0.9958, -0.2099], [0.4424, -0.4065, -0.1336], [-0.0311, 0.1508, -0.1211], [-1.3728, -0.1196, -0.3800], [0.2431, 0.3917, -0.9320], [1.0857, -0.1922, -0.0043], [0.8523, 0.2835, 0.9528], [-0.6237, -0.0914, 0.2994], [0.2983, -0.3004, -0.5272], [0.1777, 0.6724, 0.2120], [-0.5110, -0.3348, -0.1472], [0.0984, 0.3181, 0.0157], [-0.2394, -0.0522, 0.0802], [0.1722, -0.4463, -0.1203], [-0.2252, -0.0577, 0.1507], [0.0635, 0.0587, -0.0345], [0.1509, 0.0411, -0.2094], [-0.1346, -0.3368, 0.0447]]
}

***

{
  "formula": "C4H8N4",
  "method": "ωB97M-V/def2-TZVPD",
  "lumo_energy_ev": 0.00,
  "e_above_lowest_kj_mol": 875.3,
  "homo_energy_ha": -0.3135,
  "homo_lumo_gap_ha": 0.31362,
  "species": ["C", "C", "C", "C", "H", "H", "H", "H", "H", "H", "H", "H", "N", "N", "N", "N"],
  "coordinates": [[-1.6536, -0.4897, 1.1479], [0.3167, 0.9231, 1.3086], [1.0887, -0.6981, 0.0980], [0.2352, 0.0091, -2.8050], [-1.1604, -0.9319, 0.0657], [-2.7363, -0.2344, 1.2701], [-1.4253, -1.2661, 2.1371], [-1.3056, 1.2203, 2.7116], [0.5278, 1.8990, 1.6975], [1.4275, -1.7315, 0.6686], [0.7344, -1.0410, -3.2100], [-0.0332, 0.8397, -3.7612], [-0.8709, 0.7228, 1.5467], [1.2749, 0.3362, 0.6750], [0.3066, -0.9167, -0.8192], [-0.1321, 0.2547, -1.4134]],
  "forces_ev_per_a": [[1.4137, -1.9758, 1.9230], [6.8968, 3.8721, -0.5606], [0.7132, -11.4381, 0.8483], [-1.8889, 1.6842, 1.9462], [-2.1875, 0.9969, 3.4552], [0.9795, -0.3045, -0.7093], [-0.6823, 1.5200, -3.1670], [1.8181, -1.7413, -5.0798], [1.1410, 0.5702, 0.4216], [-0.1647, 2.1717, -1.5385], [-1.3402, 2.8329, 1.5872], [0.7762, -2.3202, 3.4586], [-9.6739, -1.5503, 4.9113], [1.9289, 8.8397, 5.4820], [-1.4721, -1.8630, -3.9351], [1.7423, -1.2946, -9.0429]]
}

***

{
  "formula": "C5H8OS2",
  "method": "ωB97M-V/def2-TZVPD",
  "lumo_energy_ev": 0.21,
  "smiles": "C=CSCC(=S)OC",
  "e_above_lowest_kj_mol": 181.8,
  "homo_energy_ha": -0.3162,
  "homo_lumo_gap_ha": 0.32402,
  "species": ["C", "C", "C", "C", "C", "H", "H", "H", "H", "H", "H", "H", "H", "O", "S", "S"],
  "coordinates": [[0.9996, 1.5850, -1.5026], [-0.9434, 0.2218, -1.0342], [-1.1168, 0.9447, 0.2829], [-0.1091, -1.3997, 1.3338], [0.8004, -2.3278, 1.6738], [0.8091, 2.1040, -0.5435], [1.1166, 2.3324, -2.3293], [1.9466, 1.0737, -1.4089], [-2.1052, 0.7069, 0.6600], [-1.0424, 2.0035, 0.1980], [-1.0851, -1.6866, 0.9122], [1.8001, -1.9883, 1.9058], [0.5074, -3.3554, 1.7422], [-0.0333, 0.6741, -1.8602], [-1.7231, -1.2012, -1.4276], [0.1787, 0.3129, 1.3975]],
  "forces_ev_per_a": [[0.0281, 1.5489, -0.0228], [-0.5972, -1.0930, 0.1650], [-0.5233, -1.6850, -0.4109], [-0.1945, -1.2824, -0.2839], [-0.6476, 1.6223, -0.1919], [0.1011, -0.1964, -0.7355], [-0.3681, -0.6667, 0.7093], [0.0933, -0.4680, 0.0395], [-0.0238, -0.0746, 0.1698], [0.2870, 0.7939, 0.0252], [0.3955, 0.1273, 0.6930], [0.1498, -0.3683, 0.2598], [0.1453, -0.3641, -0.1260], [0.6471, 0.1314, -0.7794], [0.2306, 1.4589, 0.1384], [0.2767, 0.5160, 0.3503]]
}

***

{
  "formula": "C20H22CaN2O3S4",
  "method": "ωB97M-V/def2-TZVPD",
  "lumo_energy_ev": -0.34,
  "homo_energy_ha": -0.2731,
  "homo_lumo_gap_ha": 0.26050,
  "species": ["Ca", "C", "C", "N", "C", "C", "S", "C", "C", "S", "C", "N", "C", "H", "H", "H", "H", "H", "H", "H", "H", "C", "C", "C", "C", "C", "C", "C", "C", "C", "C", "O", "O", "H", "H", "H", "H", "H", "H", "H", "H", "H", "H", "H", "C", "O", "C", "S", "S", "H", "H", "H"],
  "coordinates": [[0.7072, -0.2510, 0.6027], [-2.9550, -1.0195, -0.2830], [-2.7055, -0.1757, 0.9052], [-1.5799, 0.3752, 1.1942], [-1.6216, 1.1142, 2.3415], [-2.8474, 1.1339, 2.9457], [-3.9677, 0.1855, 2.0570], [-0.4122, 1.7918, 2.7568], [-0.2261, 2.6373, 3.8159], [1.3858, 3.2319, 3.8284], [1.7186, 2.2998, 2.3937], [0.6999, 1.6200, 1.9886], [3.0141, 2.3094, 1.6920], [-2.0277, -1.1327, -0.8513], [-3.7157, -0.5618, -0.9170], [-3.3189, -1.9997, 0.0247], [-3.1477, 1.6401, 3.8413], [-0.9252, 2.9385, 4.5701], [3.6967, 3.0389, 2.1176], [2.8508, 2.5359, 0.6347], [3.4745, 1.3180, 1.7283], [6.3328, -1.1548, -1.0308], [4.9618, -0.7583, -0.5077], [3.7843, -1.3707, -1.2890], [2.7640, -2.0943, -0.4684], [1.7948, -2.9187, -1.2606], [2.7289, -1.9872, 0.8715], [3.8016, -1.3306, 1.6200], [3.6877, -1.3130, 3.1165], [4.8673, -0.8411, 0.9735], [1.5810, -2.6013, 1.6844], [1.6611, -3.7300, 2.1251], [0.5978, -1.7990, 1.8249], [6.4235, -0.8863, -2.0825], [6.4753, -2.2306, -0.9220], [7.1203, -0.6431, -0.4775], [4.1374, -2.0251, -2.0965], [2.3215, -3.7931, -1.6565], [1.4109, -2.3419, -2.1094], [0.9689, -3.2637, -0.6402], [2.8290, -0.7076, 3.4212], [4.5922, -0.9086, 3.5683], [3.5184, -2.3199, 3.4976], [5.7023, -0.4142, 1.5164], [2.8592, -0.5469, -4.2535], [3.6849, 0.0601, -3.2870], [3.2787, -0.0424, -1.9579], [4.5369, 0.9821, -1.0359], [1.5896, 0.4972, -1.7274], [3.3472, -0.3737, -5.2077], [1.8674, -0.0866, -4.2567], [2.7628, -1.6291, -4.0839]],
  "forces_ev_per_a": [[-0.0440, 1.9947, -2.1098], [-0.0009, -0.2010, -0.1950], [-1.0408, 0.0708, 0.4652], [0.3787, -0.1170, -0.3839], [-1.1687, 0.1045, 0.6282], [0.2475, -0.1637, -0.3058], [0.7040, 0.0577, -0.2901], [0.1568, 0.8226, 1.0052], [0.1570, -0.1994, -0.2980], [-0.1873, -0.4947, -0.6114], [0.1086, 0.7709, 0.8510], [0.0701, 0.0568, -0.1173], [0.2115, 0.0150, -0.1594], [-0.1939, -0.0256, 0.0030], [0.0805, -0.0407, -0.0697], [0.0602, -0.0518, -0.0909], [0.0116, 0.1017, 0.1840], [-0.1919, 0.0285, 0.0983], [0.0992, 0.0141, 0.0186], [0.0439, -0.0285, 0.1275], [0.0353, 0.1037, 0.0057], [-0.0982, -0.0977, 0.0111], [0.3571, 0.3824, -0.1300], [0.0920, -0.0308, -0.0149], [-0.2054, 0.1755, -0.0353], [0.0152, 0.1237, -0.0135], [-0.1222, -0.5525, -0.3228], [0.7028, 0.1521, 0.1690], [0.0647, 0.0094, -0.0585], [-0.4001, -0.1113, 0.1230], [0.8078, -0.9234, 0.0050], [0.1651, -0.1428, -0.0063], [-0.8843, -1.6151, 1.8294], [-0.0140, -0.0435, -0.0240], [0.0605, -0.0993, 0.0388], [0.0400, 0.0346, 0.0210], [0.0016, 0.0101, 0.1246], [-0.0774, -0.0204, 0.0281], [0.0091, -0.1050, 0.1275], [-0.0836, -0.1381, -0.0623], [-0.0050, 0.0134, 0.1250], [-0.0332, 0.0520, 0.0351], [-0.0159, -0.0141, 0.0491], [0.0288, 0.0264, 0.1469], [-0.1933, -0.0977, -0.0375], [0.3442, -0.0274, -0.4232], [0.1629, 0.5243, 0.1886], [-0.0956, -0.5374, -0.0931], [-0.2240, 0.3388, -0.4116], [0.0340, -0.0586, -0.0852], [0.0493, -0.1269, -0.0258], [-0.0204, 0.0808, -0.0334]]
}